No. 1
DFT (the ωB97M-V functional and the def2-TZVPD basis) results for a cluster of 2 separate species, C7H16ClN2S in total in a non-equilibrium geometry.

Its frontier orbital gap is 0.3471 Eh. The value obtained for the total energy is -33847.7543 eV. The highest occupied orbital energy is -13.08 eV.

The geometry in ORCA input format:
```
! wB97M-V def2-TZVPD RIJCOSX def2/J DEFGRID3
* xyz 1 1
C -2.71 -0.34 -1.11
C -1.89 0.25 -0.35
C -0.11 1.88 -0.69
C 2.60 -1.41 1.65
C -4.16 -0.68 -0.83
C -0.41 0.42 -0.55
C 2.39 -0.53 0.42
N 2.76 0.73 0.78
N 0.33 -0.25 0.48
S 2.67 -1.05 -1.13
Cl -4.54 -0.25 0.91
H -2.42 -0.76 -2.03
H -2.35 0.68 0.59
H -0.53 2.40 0.18
H -0.79 2.31 -1.41
H 0.96 2.01 -1.06
H 2.52 -2.54 1.39
H 1.93 -1.19 2.45
H 3.56 -1.38 2.11
H -4.47 -1.67 -0.87
H -4.87 -0.06 -1.51
H -0.08 -0.06 -1.52
H 2.77 1.46 0.11
H 3.30 0.77 1.70
H 0.12 -1.20 0.50
H 0.18 0.29 1.34
H 3.24 0.18 -1.55
*
```

The net atomic charges from Mulliken, expressed in e, are: number 1, C, carries -0.188; number 2, C, carries -0.720; number 3, C, carries -1.454; number 4, C, carries -1.580; number 5, C, carries -0.471; number 6, C, carries 0.212; number 7, C, carries 0.927; number 8, N, carries -0.412; number 9, N, carries -0.351; number 10, S, carries -0.114; number 11, Cl, carries -0.231; number 12, H, carries 0.380; number 13, H, carries 0.226; number 14, H, carries 0.401; number 15, H, carries 0.458; number 16, H, carries 0.279; number 17, H, carries 0.349; number 18, H, carries 0.435; number 19, H, carries 0.483; number 20, H, carries 0.367; number 21, H, carries 0.293; number 22, H, carries 0.381; number 23, H, carries 0.192; number 24, H, carries 0.246; number 25, H, carries 0.327; number 26, H, carries 0.357; number 27, H, carries 0.207

***

No. 2
DFT (the ωB97M-V functional and the def2-TZVPD basis) results for a cluster of 2 separate species, C8H15O6PS2 in total.

Its frontier orbital gap is 0.3384 Eh. Its SMILES is O=S1(=O)CCC[C@@H]([PH2]=S)O1.C[C@@H]1COC(=O)O1. The value obtained for the total energy is -51783.2768 eV. The energy relative to the best compared isomer or geometry (same formula, charge and spin) comes out at 0.0 kJ/mol. The highest occupied orbital energy is -8.80 eV.

The geometry in ORCA input format:
```
! wB97M-V def2-TZVPD RIJCOSX def2/J DEFGRID3
* xyz 0 1
O -2.65 3.25 0.20
S -2.72 2.34 -0.90
O -3.14 2.78 -2.19
C -1.18 1.48 -1.03
C -1.04 0.39 0.03
C -2.16 -0.63 -0.17
C -3.51 -0.04 0.17
P -3.84 0.11 2.00
S -3.14 1.54 3.08
O -3.78 1.18 -0.53
H -1.12 1.06 -2.03
H -0.43 2.27 -0.92
H -0.07 -0.09 -0.08
H -1.09 0.84 1.03
H -2.17 -0.93 -1.22
H -2.00 -1.53 0.42
H -4.31 -0.71 -0.17
H -3.44 -1.20 2.36
H -5.24 -0.05 2.01
C 3.97 -1.03 1.49
C 3.71 -1.42 0.05
C 4.37 -0.53 -0.99
O 3.42 -0.55 -2.06
C 2.21 -0.86 -1.56
O 1.18 -0.78 -2.16
O 2.31 -1.25 -0.27
H 3.40 -0.14 1.74
H 3.69 -1.83 2.18
H 5.03 -0.82 1.63
H 3.95 -2.47 -0.13
H 5.32 -0.90 -1.35
H 4.47 0.50 -0.63
*
```

The net atomic charges from Mulliken, expressed in e, are: number 1, O, carries -0.577; number 2, S, carries 1.241; number 3, O, carries -0.644; number 4, C, carries -0.707; number 5, C, carries 0.029; number 6, C, carries -0.790; number 7, C, carries -0.079; number 8, P, carries 0.191; number 9, S, carries -0.340; number 10, O, carries -0.373; number 11, H, carries 0.399; number 12, H, carries 0.439; number 13, H, carries -0.347; number 14, H, carries 0.293; number 15, H, carries 0.357; number 16, H, carries 0.412; number 17, H, carries 0.377; number 18, H, carries 0.050; number 19, H, carries 0.072; number 20, C, carries -1.372; number 21, C, carries 0.436; number 22, C, carries -0.487; number 23, O, carries -0.335; number 24, C, carries 0.652; number 25, O, carries -0.520; number 26, O, carries -0.322; number 27, H, carries 0.344; number 28, H, carries 0.353; number 29, H, carries 0.364; number 30, H, carries 0.264; number 31, H, carries 0.311; number 32, H, carries 0.308

***

No. 3
DFT (the ωB97M-V functional and the def2-TZVPD basis) results for a structure of composition C12H34N3O4Ti in a non-equilibrium geometry.

Its frontier orbital gap (spin up / spin down) is 0.0793 / 0.2931 Eh. Its expectation value of S² is 6.0031. The value obtained for the total energy is -48765.9040 eV. The highest occupied orbital energy (spin up / spin down) is 0.53 / -5.25 eV.

The geometry in ORCA input format:
```
! wB97M-V def2-TZVPD RIJCOSX def2/J DEFGRID3
* xyz -1 5
Ti 0.28 -0.49 0.20
O 1.28 -2.11 1.61
H 0.99 -3.03 1.46
C -3.46 -0.01 0.97
C -2.90 -1.34 1.35
C -3.07 -2.44 0.32
O -4.29 -2.51 -0.37
C -5.42 -2.98 0.38
N -1.59 -1.13 1.84
H -3.02 0.47 0.09
H -3.40 0.76 1.74
H -4.53 -0.13 0.83
H -3.44 -1.66 2.24
H -2.85 -3.38 0.81
H -2.34 -2.28 -0.48
H -6.22 -3.11 -0.35
H -5.69 -2.26 1.15
H -5.25 -3.96 0.82
H -1.48 -0.25 2.32
H -1.27 -1.82 2.51
C 2.91 2.31 -0.20
C 3.12 0.82 0.17
C 4.59 0.56 0.62
O 4.81 -0.75 1.09
C 6.13 -1.24 1.04
N 2.20 0.52 1.24
H 1.90 2.46 -0.58
H 3.63 2.62 -0.96
H 3.08 2.93 0.67
H 2.88 0.15 -0.65
H 4.83 1.29 1.39
H 5.22 0.78 -0.24
H 6.55 -1.37 0.04
H 6.20 -2.20 1.55
H 6.79 -0.55 1.55
H 2.15 -0.47 1.43
H 2.36 1.01 2.11
C -0.64 1.25 -3.94
C -0.31 0.93 -2.47
C -0.99 1.91 -1.42
O -0.38 1.66 -0.15
C -0.58 2.74 0.81
N -0.66 -0.45 -2.17
H -0.11 0.56 -4.59
H -0.37 2.30 -4.10
H -1.71 1.16 -4.11
H 0.76 1.05 -2.34
H -2.06 1.71 -1.42
H -0.81 2.94 -1.73
H -0.26 3.70 0.42
H -0.08 2.34 1.69
H -1.66 2.80 0.96
H -1.63 -0.67 -2.39
H -0.21 -1.15 -2.74
*
```

The net atomic charges from Mulliken, expressed in e, are: number 1, Ti, carries -1.890; number 2, O, carries -0.723; number 3, H, carries 0.043; number 4, C, carries -0.109; number 5, C, carries 0.064; number 6, C, carries -0.373; number 7, O, carries -0.271; number 8, C, carries -0.783; number 9, N, carries 0.539; number 10, H, carries -1.005; number 11, H, carries 0.703; number 12, H, carries 0.592; number 13, H, carries -0.220; number 14, H, carries 0.441; number 15, H, carries -0.029; number 16, H, carries 0.277; number 17, H, carries 0.256; number 18, H, carries 0.306; number 19, H, carries 0.190; number 20, H, carries 0.085; number 21, C, carries -1.272; number 22, C, carries 0.812; number 23, C, carries -1.064; number 24, O, carries -0.201; number 25, C, carries -0.832; number 26, N, carries -0.029; number 27, H, carries -0.146; number 28, H, carries 0.544; number 29, H, carries 0.415; number 30, H, carries 0.114; number 31, H, carries 0.315; number 32, H, carries 0.430; number 33, H, carries 0.313; number 34, H, carries 0.248; number 35, H, carries 0.324; number 36, H, carries 0.350; number 37, H, carries 0.100; number 38, C, carries -1.964; number 39, C, carries 1.133; number 40, C, carries -1.374; number 41, O, carries 3.266; number 42, C, carries -2.960; number 43, N, carries -0.221; number 44, H, carries 0.460; number 45, H, carries 0.451; number 46, H, carries 0.388; number 47, H, carries -0.173; number 48, H, carries 0.329; number 49, H, carries 0.185; number 50, H, carries 0.517; number 51, H, carries -0.179; number 52, H, carries 0.145; number 53, H, carries 0.242; number 54, H, carries 0.243

***

No. 4
DFT (the ωB97M-V functional and the def2-TZVPD basis) results for a cluster of 6 separate species, C17H45N5O9 in total in a non-equilibrium geometry.

Its frontier orbital gap (spin up / spin down) is 0.2921 / 0.1346 Eh. Its expectation value of S² is 0.7547. The value obtained for the total energy is -44225.4812 eV. The highest occupied orbital energy (spin up / spin down) is -10.68 / -10.68 eV.

The geometry in ORCA input format:
```
! wB97M-V def2-TZVPD RIJCOSX def2/J DEFGRID3
* xyz 1 2
C 3.15 -1.87 1.75
C 2.05 -2.49 2.71
C 0.68 -1.66 2.53
C -0.05 -1.98 1.28
C -0.38 -3.50 1.24
C 0.88 -4.33 1.17
N 1.79 -3.97 2.28
O 2.98 -4.76 2.30
C 0.45 -5.83 1.36
C 1.51 -4.16 -0.30
C 2.40 -2.49 4.20
H 2.77 -1.91 0.73
H 4.05 -2.46 1.93
H 3.45 -0.87 2.06
H -0.04 -1.88 3.31
H 0.85 -0.59 2.47
H 0.58 -1.79 0.41
H -0.92 -1.32 1.22
H -1.00 -3.54 0.34
H -1.03 -3.74 2.08
H -0.14 -5.97 2.26
H -0.09 -6.08 0.45
H 1.35 -6.43 1.45
H 1.08 -3.27 -0.75
H 2.58 -4.02 -0.46
H 1.17 -4.87 -1.05
H 2.79 -1.53 4.56
H 3.10 -3.27 4.51
H 1.54 -2.73 4.83
H 2.84 -5.53 2.86
C -2.38 -2.63 -2.55
C -3.19 -2.45 -3.83
O -2.71 -1.33 -4.62
O -2.64 -1.60 -1.58
H -1.34 -2.42 -2.80
H -2.61 -3.57 -2.06
H -4.22 -2.31 -3.52
H -3.24 -3.37 -4.42
H -2.59 -0.58 -4.03
H -3.48 -1.86 -1.21
C -0.39 4.16 -6.92
C -1.33 3.61 -5.81
O -0.93 3.60 -4.52
O 0.91 3.59 -7.01
H -0.26 5.23 -6.76
H -1.06 4.08 -7.78
H -1.86 2.67 -6.01
H -2.13 4.35 -5.75
H -0.99 2.71 -4.16
H 1.36 3.66 -6.16
C -1.40 3.64 4.17
C -0.54 2.76 3.21
O -1.15 2.54 2.00
O -2.14 2.85 5.13
H -2.03 4.31 3.59
H -0.70 4.25 4.75
H -0.33 1.76 3.60
H 0.35 3.33 2.96
H -2.03 2.39 2.34
H -2.67 2.16 4.73
C -1.31 1.81 -1.60
O -1.75 1.74 -2.70
N -0.58 2.81 -1.17
N -1.46 1.08 -0.54
H -0.37 3.56 -1.82
H -0.31 2.84 -0.20
H -2.04 0.27 -0.68
H -1.38 1.61 0.32
C 2.41 4.41 1.50
O 3.13 3.59 2.09
N 2.15 4.18 0.24
N 1.69 5.44 1.96
H 2.65 3.37 -0.09
H 1.53 4.81 -0.26
H 1.32 6.08 1.27
H 1.68 5.71 2.93
*
```

The net atomic charges from Mulliken, expressed in e, are: number 1, C, carries -1.544; number 2, C, carries 1.344; number 3, C, carries -1.234; number 4, C, carries -0.520; number 5, C, carries -1.210; number 6, C, carries 1.525; number 7, N, carries 0.544; number 8, O, carries -0.336; number 9, C, carries -1.665; number 10, C, carries -1.412; number 11, C, carries -1.747; number 12, H, carries 0.357; number 13, H, carries 0.422; number 14, H, carries 0.468; number 15, H, carries 0.376; number 16, H, carries 0.482; number 17, H, carries 0.262; number 18, H, carries 0.320; number 19, H, carries 0.166; number 20, H, carries 0.464; number 21, H, carries 0.407; number 22, H, carries 0.414; number 23, H, carries 0.496; number 24, H, carries 0.313; number 25, H, carries 0.313; number 26, H, carries 0.366; number 27, H, carries 0.396; number 28, H, carries 0.411; number 29, H, carries 0.406; number 30, H, carries 0.389; number 31, C, carries -0.506; number 32, C, carries -0.412; number 33, O, carries -0.512; number 34, O, carries -0.413; number 35, H, carries 0.249; number 36, H, carries 0.377; number 37, H, carries 0.262; number 38, H, carries 0.379; number 39, H, carries 0.283; number 40, H, carries 0.252; number 41, C, carries -0.397; number 42, C, carries -0.498; number 43, O, carries -0.462; number 44, O, carries -0.519; number 45, H, carries 0.270; number 46, H, carries 0.333; number 47, H, carries 0.375; number 48, H, carries 0.282; number 49, H, carries 0.348; number 50, H, carries 0.294; number 51, C, carries -0.580; number 52, C, carries 0.085; number 53, O, carries -0.544; number 54, O, carries -0.517; number 55, H, carries 0.329; number 56, H, carries 0.370; number 57, H, carries 0.159; number 58, H, carries -0.104; number 59, H, carries 0.280; number 60, H, carries 0.306; number 61, C, carries 0.589; number 62, O, carries -0.746; number 63, N, carries -0.217; number 64, N, carries -0.072; number 65, H, carries 0.226; number 66, H, carries 0.058; number 67, H, carries 0.128; number 68, H, carries 0.291; number 69, C, carries 0.743; number 70, O, carries -0.688; number 71, N, carries -0.407; number 72, N, carries -0.389; number 73, H, carries 0.187; number 74, H, carries 0.166; number 75, H, carries 0.167; number 76, H, carries 0.222